Record 1
Density functional theory data (wB97M-V/def2-TZVPD) for C23H34CaCl2N3O3 as an isolated structure in a non-equilibrium geometry.

XYZ file:
```
66
Properties=species:S:1:pos:R:3:forces:R:3:mulliken_charge:R:1
O 0.475091 2.145732 -2.135178 0.155 0.160 2.886 -0.456
C 0.664469 1.942740 -3.322666 1.377 0.622 -4.373 -0.071
C 1.401243 2.837746 -4.286825 -1.506 -2.124 1.961 0.298
C 2.059963 4.022889 -3.911840 0.573 1.031 -0.096 -0.498
H 2.043588 4.326792 -2.861571 0.055 -0.063 -0.335 0.355
C 2.672231 4.803853 -4.893008 -0.288 0.230 0.370 -0.245
H 3.158636 5.752466 -4.615235 -0.237 -0.428 -0.055 0.295
C 2.628642 4.444223 -6.250399 0.378 0.302 0.396 -0.597
H 3.014888 5.089546 -7.016911 0.286 0.268 -0.134 0.365
C 2.085463 3.208247 -6.601667 -0.686 -0.669 0.300 -0.442
H 2.099512 2.884584 -7.642775 -0.027 -0.013 0.174 0.325
C 1.480271 2.429606 -5.630377 0.410 0.269 -0.917 -0.492
H 1.041247 1.481290 -5.887548 -0.160 -0.301 -0.157 0.301
H 0.274471 1.005291 -3.802590 0.243 0.553 0.149 0.131
C -3.108142 1.250375 -2.755600 0.752 0.361 -1.019 -0.849
C -2.898461 0.083133 -1.935141 -1.525 -0.488 1.432 -0.024
H -4.007094 1.181037 -3.390996 0.092 0.188 0.197 0.363
H -2.213744 1.230579 -3.406807 -0.422 0.345 -0.286 0.096
H -3.016673 2.218439 -2.247284 -0.269 -0.335 0.216 0.217
C -3.511635 -0.844093 -1.223675 0.421 0.086 0.308 0.449
C -4.970582 -0.987915 -0.802063 0.146 0.184 -0.536 -1.229
H -2.838235 -1.630351 -0.847513 -0.287 0.041 0.035 0.156
H -5.631707 -0.452236 -1.489688 0.012 0.016 0.072 0.319
H -5.182712 -0.624515 0.207479 0.201 0.096 0.030 0.210
H -5.256947 -2.039735 -0.818154 -0.064 -0.122 -0.035 0.341
Ca -0.193773 0.304823 -0.013811 -0.190 0.577 -1.155 1.017
Cl -1.264271 2.654798 0.207889 -0.241 0.459 0.540 -0.732
Cl -0.646403 -0.799328 -2.371062 1.079 -1.146 -0.120 -0.701
C -2.265375 0.724103 2.450506 0.615 -0.206 -1.299 0.418
O -1.499423 -0.082984 1.875003 -0.985 0.697 1.536 -0.221
N -2.940898 0.474002 3.570817 0.108 -0.673 0.759 0.225
C -2.698763 -0.746316 4.333396 -0.238 0.096 0.000 -0.921
C -3.867493 1.424624 4.173438 0.490 -0.154 -0.279 -0.908
H -2.421558 1.723433 2.010460 0.001 -0.187 -0.005 0.025
H -1.935381 -1.350360 3.836609 -0.208 0.179 0.013 0.188
H -3.634485 -1.317804 4.420038 0.259 0.032 -0.020 0.310
H -2.363955 -0.479202 5.346631 -0.038 -0.090 -0.200 0.312
H -3.934406 2.299544 3.525248 -0.111 -0.068 0.106 0.297
H -3.490315 1.726899 5.159026 -0.150 0.008 -0.132 0.321
H -4.849534 0.952506 4.289464 0.093 0.173 -0.030 0.291
H -0.031701 -5.657301 1.328381 0.029 0.215 0.029 0.326
H 2.158759 -5.578264 -0.291682 0.084 0.101 -0.013 0.310
C -0.463390 -4.983177 0.579472 0.305 0.148 -0.110 -0.934
C 1.557145 -4.894290 -0.894851 -0.409 0.176 0.093 -0.868
N 0.590814 -4.186498 -0.061659 -0.254 -0.289 0.073 0.243
H -1.213945 -4.336559 1.047312 0.321 -0.047 -0.224 0.239
C 0.601511 -2.846350 -0.073532 -0.999 1.646 0.448 0.330
O -0.175886 -2.082296 0.542079 1.242 -1.770 -0.544 -0.752
H 2.182725 -4.136020 -1.377073 0.000 -0.414 0.022 0.265
H 1.389089 -2.417430 -0.726421 -0.254 -0.233 0.245 0.141
H -0.934972 -5.627494 -0.169693 -0.067 0.225 -0.019 0.329
H 1.031708 -5.483499 -1.655293 0.114 0.141 0.006 0.323
C 4.892362 -0.148278 4.741098 0.194 0.008 0.015 -1.366
C 3.852211 -0.101147 3.682098 -0.234 -0.163 -0.277 1.220
C 3.957048 0.779381 2.616849 -0.557 0.162 -0.289 -0.670
C 2.952420 0.827473 1.649825 -0.024 -0.580 0.239 -0.618
N 1.910282 -0.026143 1.666645 -0.183 0.731 0.273 -0.060
C 1.786691 -0.851529 2.719538 0.430 -0.043 -0.043 -0.307
C 2.753176 -0.949593 3.719931 -0.553 0.336 -0.486 -0.926
H 5.408754 -1.100810 4.682433 0.238 -0.141 0.117 0.300
H 5.601388 0.655346 4.583671 0.254 0.063 0.121 0.353
H 4.469588 -0.054449 5.737742 -0.089 0.004 0.086 0.330
H 4.794571 1.453291 2.547163 0.106 0.175 0.011 0.334
H 2.978924 1.583300 0.858050 -0.029 -0.439 0.104 0.487
H 0.876203 -1.450886 2.776565 0.245 0.103 -0.300 0.353
H 2.616760 -1.655212 4.525756 -0.023 -0.023 0.128 0.379
```
Positions in Å, forces in eV/Å.

Computed properties:
- Lowest unoccupied orbital energy (alpha / beta): 1.9 / 1.9 eV
- Charge: -1
- E_HOMO (alpha / beta): -0.09693 / -0.00602 Ha
- Molar mass: 511.5 g mol⁻¹
- Multiplicity: 1
- Relative energy (zero: lowest compared OMol25 entry of this formula, charge and spin): 28.5 kcal/mol



Record 2
Density functional theory data (wB97M-V/def2-TZVPD) for C23H34Cl2N3O3Pm as an isolated structure in a non-equilibrium geometry.

XYZ file:
```
66
Properties=species:S:1:pos:R:3:forces:R:3:mulliken_spin:R:1
O 0.469196 1.991064 -2.649235 1.266 0.266 -1.487 -0.002
C 1.007070 1.762518 -3.736666 -0.663 0.096 1.340 0.000
C 1.742117 2.729696 -4.603919 -0.156 0.839 -0.292 0.000
C 2.311422 3.936220 -4.152901 0.402 -0.131 -0.178 0.000
H 2.236203 4.210035 -3.103268 0.000 -0.134 -0.124 0.000
C 3.021671 4.767751 -5.039045 -0.312 -0.108 -0.036 0.000
H 3.528414 5.672870 -4.692751 -0.343 -0.322 0.080 0.000
C 3.064001 4.471847 -6.404205 -0.472 -0.484 0.121 0.000
H 3.497226 5.161566 -7.132518 0.092 -0.262 0.380 0.000
C 2.451972 3.295798 -6.859118 0.057 0.285 -0.273 0.000
H 2.461488 3.047827 -7.920771 0.009 0.122 0.250 0.000
C 1.809404 2.443027 -5.978672 -0.005 -0.225 0.629 0.000
H 1.312209 1.542047 -6.330427 0.195 0.063 -0.079 0.000
H 0.972549 0.731074 -4.121041 -0.044 0.121 -0.136 0.000
C -2.456195 1.158028 -2.863669 -1.294 0.857 -0.441 0.006
C -2.256578 0.087831 -1.907156 4.148 -0.112 0.762 -0.042
H -3.457687 1.150290 -3.330894 0.004 0.280 -0.139 -0.001
H -1.701746 1.143820 -3.670341 -0.351 -0.174 0.295 -0.003
H -2.303264 2.129976 -2.370688 -0.134 -0.041 -0.154 -0.001
C -2.871776 -0.862981 -1.261780 -2.039 -0.926 0.803 0.015
C -4.376382 -1.057637 -0.940020 0.270 -0.112 -0.668 -0.006
H -2.315115 -1.716810 -0.828269 0.180 0.540 0.364 -0.005
H -5.050422 -0.565700 -1.658719 0.211 -0.033 0.233 0.000
H -4.589011 -0.671921 0.064346 -0.026 0.018 -0.101 0.001
H -4.615682 -2.127754 -0.925969 -0.096 0.089 -0.011 0.001
Pm 0.075458 0.393363 -0.393529 -1.979 -1.477 -1.634 4.056
Cl 0.142946 2.844351 0.308866 0.031 0.880 0.552 -0.006
Cl 1.600876 -0.805592 -2.140744 0.870 -0.394 -0.175 -0.005
C -2.009061 0.593153 2.293743 1.420 -0.867 -1.158 0.002
O -1.202184 -0.134933 1.632401 -1.440 1.413 1.418 -0.002
N -2.376667 0.346655 3.549275 -0.227 -0.421 0.071 0.001
C -1.943605 -0.848678 4.269333 0.216 -0.012 0.180 0.000
C -3.387594 1.162314 4.213792 0.181 -0.034 -0.392 0.000
H -2.432303 1.516485 1.842904 0.160 -0.461 0.262 0.000
H -1.267878 -1.445668 3.652716 -0.151 0.237 0.016 0.000
H -2.808567 -1.453753 4.564481 0.017 0.126 -0.203 0.000
H -1.416956 -0.558991 5.190190 -0.104 0.006 -0.318 0.000
H -3.593816 1.998923 3.548216 -0.197 0.106 0.228 0.000
H -3.012713 1.532151 5.171792 -0.013 -0.038 -0.117 0.000
H -4.306919 0.584465 4.380887 0.228 0.121 -0.051 0.000
H -0.147871 -5.618798 1.326816 0.189 0.240 -0.045 0.000
H 2.394415 -5.873103 -0.152083 -0.084 0.006 -0.037 0.000
C -0.304677 -4.869080 0.541464 -0.034 0.015 -0.276 0.000
C 1.834416 -5.144607 -0.744340 0.173 0.290 0.449 0.000
N 0.970672 -4.307942 0.081830 -0.546 0.078 0.245 0.001
H -0.952447 -4.070789 0.918976 0.235 -0.154 -0.177 0.000
C 1.225419 -2.987690 0.115409 -1.066 1.510 -0.136 0.000
O 0.393821 -2.073496 0.334703 1.176 -1.695 0.370 -0.004
H 2.517664 -4.450981 -1.230429 0.189 -0.371 -0.224 0.000
H 2.285990 -2.736059 -0.095503 -0.496 -0.102 -0.169 0.000
H -0.801450 -5.396843 -0.284176 0.028 0.313 0.090 0.000
H 1.240521 -5.667939 -1.497089 0.046 0.129 0.027 0.000
N 2.078603 0.430473 1.361836 0.427 0.078 -0.131 -0.003
C 1.843349 0.270003 2.752960 -0.060 -0.237 0.100 0.002
C 1.894299 -0.987656 3.364373 -0.265 0.130 0.365 -0.002
C 1.556810 -1.102442 4.719309 0.212 0.435 -0.111 0.001
C 1.245711 0.034412 5.473879 -0.003 -0.005 -0.193 -0.001
C 1.170695 1.278992 4.845957 0.225 -0.291 -0.181 0.001
C 1.468360 1.390048 3.493556 -0.169 0.107 -0.107 -0.002
H 2.773882 -0.204306 0.964895 -0.200 0.263 0.250 0.001
H 2.297653 1.404225 1.134406 0.098 -0.380 0.083 0.000
H 2.172818 -1.872913 2.793369 -0.131 0.212 0.064 0.000
H 1.531295 -2.076360 5.202425 0.195 0.115 -0.138 0.000
H 1.081586 -0.039072 6.546467 -0.126 -0.088 -0.207 0.000
H 0.894645 2.172960 5.394425 0.052 -0.111 0.055 0.000
H 1.381752 2.344236 2.969961 0.024 -0.187 0.216 0.000
```
Positions in Å, forces in eV/Å.

Computed properties:
- Lowest unoccupied orbital energy (alpha / beta): 0.3 / 0.3 eV
- Charge: 0
- E_HOMO (alpha / beta): -0.18854 / -0.18914 Ha
- Molar mass: 616.4 g mol⁻¹
- <S²>: 6.009
- Multiplicity: 5
- Relative energy (zero: lowest compared OMol25 entry of this formula, charge and spin): 1.1 kcal/mol